[1]
Formula: C22H35MnN6O3P
Source: OMol25
Level of theory: wB97M-V/def2-TZVPD

Last column: Mulliken charge in e.
Atoms and positions in Å:
Mn 0.287 -0.397 0.753  0.04
N -1.283 -1.792 0.784  -0.35
C -1.504 -2.327 2.142  -0.95
C -0.186 -2.440 2.900  0.72
O -0.093 -3.245 3.859  -0.88
N 0.662 -1.560 2.427  0.59
C 1.978 -1.408 3.003  -0.67
C 2.918 -0.806 1.974  0.37
O 4.137 -0.994 2.084  -0.83
O 2.353 -0.109 1.041  -0.66
H -2.142 -1.500 0.339  0.18
H -0.854 -2.497 0.206  0.30
H -2.003 -3.292 2.176  0.37
H -2.123 -1.607 2.684  0.34
H 2.387 -2.336 3.389  0.37
H 1.952 -0.700 3.843  0.20
C -0.790 2.433 -2.254  -1.03
C -2.204 2.187 -1.707  0.31
C -2.640 0.725 -1.904  -0.95
C -2.357 2.682 -0.274  0.49
C -3.191 3.781 -0.093  -0.72
C -3.430 4.367 1.150  -1.34
C -2.789 3.787 2.248  -0.62
C -1.940 2.695 2.152  0.55
C -1.318 2.158 3.438  0.37
C -1.733 0.711 3.739  -0.91
C 0.213 2.289 3.473  -1.41
C -1.656 2.076 0.865  -0.05
N -0.840 1.032 0.809  -0.37
H -0.713 2.141 -3.313  0.36
H -0.071 1.865 -1.668  -0.21
H -0.532 3.493 -2.174  0.44
H -2.885 2.801 -2.303  0.37
H -2.006 0.068 -1.318  -0.35
H -2.578 0.438 -2.966  0.38
H -3.677 0.592 -1.573  0.41
H -3.682 4.197 -0.972  0.24
H -4.096 5.217 1.261  0.29
H -2.951 4.215 3.236  0.25
H -1.714 2.785 4.241  0.48
H -1.342 0.048 2.975  -0.53
H -2.824 0.623 3.760  0.49
H -1.339 0.382 4.710  0.36
H 0.666 1.681 2.700  -0.04
H 0.608 1.964 4.447  0.38
H 0.512 3.330 3.310  0.39
C 1.987 -3.232 -3.556  -0.94
N 2.860 -3.095 -2.395  0.06
C 3.797 -1.992 -2.647  -0.82
N 3.149 -0.730 -2.997  0.07
C 2.266 -0.945 -4.134  -0.96
N 1.270 -2.008 -3.928  0.06
C 0.280 -1.629 -2.899  -1.29
P 1.029 -1.297 -1.234  2.91
C 2.058 -2.844 -1.178  -1.31
C 2.396 -0.192 -1.843  -1.64
H 1.256 -4.017 -3.357  0.42
H 2.597 -3.533 -4.408  0.33
H 4.446 -2.285 -3.475  0.28
H 4.406 -1.839 -1.756  0.47
H 2.873 -1.217 -5.000  0.29
H 1.739 -0.014 -4.353  0.44
H -0.458 -2.432 -2.806  0.40
H -0.260 -0.742 -3.221  0.33
H 1.402 -3.704 -1.006  0.44
H 2.712 -2.758 -0.308  0.41
H 3.048 -0.026 -0.989  0.53
H 1.964 0.773 -2.111  0.36

The total charge is -2. The maximum force comes out at 1.067 eV Å⁻¹. The electronic energy is -79073.9585 eV. The HOMO energy (spin up / spin down) comes out at 0.35 / 0.24 eV. For the HOMO-LUMO gap (spin up / spin down), the calculation gives 4.1644 / 4.2747 eV. The multiplicity is 2.

***

[2]
Formula: C22H35N10O2
Source: OMol25
Level of theory: wB97M-V/def2-TZVPD

Last column: Mulliken charge in e.
Atoms and positions in Å:
C -1.712 0.258 1.263  -0.13
N -2.095 -0.851 0.433  -0.78
C -2.263 -0.459 -0.920  -0.55
C -0.987 -0.064 -1.687  -0.52
O 0.133 -0.959 -1.394  -0.14
C 0.744 -1.579 -2.374  0.03
O 0.218 -2.107 -3.342  -0.60
H -2.458 0.475 2.065  -0.02
H -0.755 0.073 1.791  0.13
H -1.571 1.216 0.720  -0.18
H -2.708 -1.304 -1.477  0.37
H -2.949 0.417 -1.087  0.24
H -1.155 -0.083 -2.772  0.38
H -0.635 0.930 -1.390  0.16
H 1.828 -1.646 -2.202  0.46
C -5.516 -0.952 2.046  -0.74
C -5.237 0.138 1.119  0.45
N -5.035 1.032 0.422  -0.51
H -5.110 -1.883 1.658  0.26
H -5.035 -0.753 3.003  0.15
H -6.595 -1.031 2.181  0.36
C -2.217 4.354 1.243  -0.72
C -0.854 3.869 1.403  0.41
N 0.223 3.472 1.521  -0.53
H -2.759 3.716 0.546  0.25
H -2.732 4.338 2.201  0.32
H -2.198 5.371 0.859  0.27
C 2.404 -4.134 0.307  -0.98
C 3.197 -3.176 -0.444  0.61
N 3.790 -2.410 -1.070  -0.57
H 2.790 -5.129 0.097  0.35
H 2.468 -3.929 1.374  0.34
H 1.363 -4.084 -0.009  0.32
C -1.001 0.322 4.710  -0.20
C -2.050 -0.665 4.520  0.33
N -2.923 -1.382 4.301  -0.46
H -0.996 0.971 3.835  -0.04
H -1.161 0.925 5.602  0.16
H -0.034 -0.175 4.778  0.26
C 0.984 4.250 5.988  -0.70
C -0.117 3.469 6.534  0.41
N -1.006 2.866 6.947  -0.46
H 1.927 3.906 6.408  0.26
H 1.011 4.134 4.905  0.21
H 0.845 5.302 6.231  0.28
C -1.353 6.327 -2.623  -0.76
C -2.566 6.329 -1.818  0.38
N -3.527 6.283 -1.188  -0.41
H -1.595 6.055 -3.649  0.28
H -0.895 7.314 -2.611  0.27
H -0.649 5.600 -2.221  0.26
C 3.170 -4.618 -3.796  -0.56
C 2.754 -5.595 -2.800  0.42
N 2.402 -6.372 -2.026  -0.49
H 4.244 -4.455 -3.727  0.27
H 2.920 -4.980 -4.791  0.32
H 2.655 -3.674 -3.616  0.06
C -0.787 -1.801 -6.288  -0.47
C -0.210 -0.896 -7.270  0.32
N 0.247 -0.179 -8.048  -0.41
H -1.085 -2.725 -6.782  0.29
H -0.067 -2.025 -5.503  0.07
H -1.660 -1.345 -5.824  0.23
C 6.977 -2.522 0.337  -0.58
C 8.008 -3.097 1.189  0.30
N 8.824 -3.553 1.860  -0.38
H 6.498 -1.684 0.840  0.27
H 7.418 -2.170 -0.593  0.27
H 6.218 -3.265 0.105  0.10

The total charge is -1. The maximum force comes out at 0.901 eV Å⁻¹. The electronic energy is -42373.9929 eV. The HOMO energy comes out at -1.90 eV. For the HOMO-LUMO gap, the calculation gives 4.0785 eV.

***

[3]
Formula: C22H35N7O6S4Sr
Source: OMol25
Level of theory: wB97M-V/def2-TZVPD

Last column: Mulliken charge in e.
Atoms and positions in Å:
Sr -0.267 -1.478 0.430  0.95
C -2.281 0.822 2.395  -1.02
C -1.949 1.519 1.082  -0.69
N -1.939 0.617 -0.078  0.57
C -3.226 0.379 -0.724  -0.90
C -4.173 -0.502 0.085  -0.91
S -3.406 -2.031 0.701  0.13
C -3.539 -1.898 2.514  -0.95
C -2.278 -1.477 3.275  -0.78
N -1.510 -0.423 2.599  0.20
H -3.340 0.582 2.437  0.20
H -2.114 1.523 3.217  0.47
H -0.949 1.947 1.150  0.13
H -2.655 2.348 0.942  0.51
H -1.303 1.002 -0.767  -0.07
H -3.023 -0.099 -1.685  0.31
H -3.758 1.313 -0.950  0.43
H -5.019 -0.786 -0.541  0.61
H -4.593 0.028 0.937  0.37
H -3.850 -2.878 2.876  0.51
H -4.378 -1.233 2.711  0.58
H -1.626 -2.345 3.391  0.29
H -2.597 -1.185 4.283  0.42
H -0.705 -0.195 3.176  0.15
C -1.252 -2.061 -3.276  -0.83
C -0.158 -1.047 -3.325  0.35
N 0.164 -0.240 -2.342  0.39
C 1.151 0.636 -2.757  -0.22
C 1.602 0.453 -4.026  -0.56
S 0.753 -0.829 -4.759  -0.15
C 1.594 1.790 -1.960  -0.57
C 1.680 3.069 -2.393  -0.12
S 2.349 4.097 -1.195  -0.12
C 2.508 2.816 -0.108  0.65
N 2.078 1.699 -0.665  0.18
C 3.033 2.879 1.275  -1.02
H -1.771 -2.013 -2.320  -0.11
H -0.864 -3.070 -3.408  0.33
H -1.975 -1.867 -4.068  0.54
H 2.373 1.006 -4.537  0.58
H 1.377 3.449 -3.353  0.52
H 3.406 3.874 1.501  0.43
H 3.835 2.149 1.388  0.30
H 2.234 2.602 1.962  0.22
C -2.899 -6.282 -1.030  -1.23
C -2.645 -5.487 0.245  -0.28
S -1.050 -4.734 0.297  0.91
O -0.840 -3.888 -0.869  -0.37
O -0.867 -4.013 1.554  -0.59
C 0.077 -6.111 0.221  -0.92
C 1.543 -5.765 0.520  -1.17
N 1.932 -4.416 0.116  0.39
C 2.219 -3.409 0.990  0.90
N 2.479 -2.278 0.358  -0.42
C 2.391 -2.547 -0.981  -0.60
C 2.050 -3.856 -1.135  0.20
N 1.763 -4.544 -2.359  1.10
O 1.731 -3.864 -3.363  -0.58
O 1.535 -5.738 -2.303  -0.66
C 2.250 -3.556 2.473  -1.79
H -3.950 -6.566 -1.047  0.45
H -2.307 -7.194 -1.067  0.33
H -2.695 -5.683 -1.916  0.30
H -2.714 -6.089 1.154  0.55
H -3.324 -4.637 0.348  0.15
H -0.036 -6.520 -0.782  0.59
H -0.284 -6.842 0.946  0.65
H 2.173 -6.492 0.014  0.30
H 1.726 -5.825 1.588  0.50
H 2.581 -1.812 -1.744  0.52
H 3.048 -4.233 2.781  0.42
H 1.309 -3.936 2.871  0.40
H 2.457 -2.575 2.894  0.36
O 2.093 0.529 0.024  -0.20
O 0.933 0.593 0.893  -0.46

The total charge is +2. The maximum force comes out at 0.764 eV Å⁻¹. The electronic energy is -90258.6362 eV. The HOMO energy comes out at -14.07 eV. For the HOMO-LUMO gap, the calculation gives 8.7206 eV. The relative energy (zero: lowest compared OMol25 entry of this formula, charge and spin) is 0.304 eV.

***

[4]
Formula: C22H35NNiO2P2S2
Source: OMol25
Level of theory: wB97M-V/def2-TZVPD

Last column: Mulliken charge in e.
Atoms and positions in Å:
P -2.361 2.090 0.270  1.14
P -0.923 -0.373 -2.346  1.05
C -2.096 2.054 -1.527  -1.09
C -2.374 0.710 -2.193  -1.14
H -1.042 2.352 -1.671  0.34
H -2.762 2.812 -1.970  0.59
H -3.127 0.091 -1.687  0.62
H -2.717 0.882 -3.225  0.57
C -0.268 0.154 -3.999  -1.33
H 0.811 -0.021 -4.112  0.30
H -0.455 1.227 -4.151  0.38
H -0.795 -0.388 -4.796  0.43
C -1.694 -1.970 -2.761  -1.46
H -2.281 -1.865 -3.689  0.46
H -2.385 -2.249 -1.956  0.41
H -0.961 -2.777 -2.901  0.38
C -1.486 3.615 0.708  -1.27
H -1.350 3.659 1.794  0.43
H -2.073 4.480 0.370  0.40
H -0.493 3.622 0.246  0.27
C -4.140 2.391 0.584  -1.51
H -4.405 2.078 1.618  0.35
H -4.777 1.798 -0.080  0.36
H -4.350 3.460 0.470  0.41
Ni -2.757 0.806 1.719  -0.25
C 3.529 -0.946 -3.207  -0.07
C 3.406 0.270 -3.757  -0.66
C 2.808 1.538 -3.243  -0.81
C 2.444 1.641 -1.731  -0.72
C 1.406 0.850 -1.079  -1.20
C 0.866 -0.463 -1.366  0.95
C 1.734 -1.721 -1.563  -0.32
C 3.220 -1.423 -1.825  -0.90
C -3.644 -0.056 3.260  -1.24
H 3.963 -1.748 -3.827  0.32
H 3.866 0.420 -4.738  0.32
H 1.987 1.846 -3.916  0.33
H 3.565 2.327 -3.383  0.48
H 3.376 1.504 -1.154  0.40
H 2.171 2.706 -1.581  0.48
H 1.212 1.209 -0.056  0.44
H 0.283 -0.686 -0.437  -0.19
H 1.319 -2.404 -2.332  0.25
H 1.690 -2.265 -0.601  0.25
H 3.610 -0.756 -1.042  0.44
H 3.716 -2.400 -1.733  0.47
H -3.324 -1.100 3.070  0.26
H -4.727 0.082 3.078  0.45
H -3.394 0.203 4.299  0.26
O -0.218 -3.749 1.816  -0.68
S -0.641 -2.990 2.969  1.08
O -1.504 -3.611 3.943  -0.66
N -1.170 -1.468 2.538  -0.45
C -0.434 -0.499 3.075  0.79
S -1.071 1.070 3.053  -0.39
C 0.765 -0.935 3.775  0.19
C 1.771 -0.196 4.406  -0.64
C 2.807 -0.881 5.044  -0.58
C 2.784 -2.288 5.109  -0.45
C 1.742 -3.024 4.517  -0.52
C 0.771 -2.327 3.820  -0.14
H 1.706 0.890 4.372  0.44
H 3.629 -0.323 5.501  0.38
H 3.579 -2.824 5.629  0.37
H 1.664 -4.106 4.579  0.43

The total charge is 0. The maximum force comes out at 4.031 eV Å⁻¹. The electronic energy is -110250.7070 eV. The HOMO energy (spin up / spin down) comes out at -4.93 / -6.21 eV. For the HOMO-LUMO gap (spin up / spin down), the calculation gives 4.4544 / 4.8044 eV. The relative energy (zero: lowest compared OMol25 entry of this formula, charge and spin) is 0.000 eV. The multiplicity is 3.